[1]
ORCA calculation (ωB97M-V/def2-TZVPD) on a cluster of 8 separate species, C26H70N2O8 in total at a distorted geometry.

Bonds (Å) are listed after each position.
Atoms and positions in Å:
1 C -3.78349 -0.41281 3.26619  O2 1.449, H7 1.090, H8 1.090, H9 1.090
2 O -3.26136 0.93270 3.39526  C1 1.449, C3 1.445
3 C -4.27747 1.90660 3.06749  O2 1.445, C4 1.571, H10 1.090, H11 1.090
4 C -3.63633 3.32330 3.29061  C3 1.571, C5 1.556, N6 1.454, H12 1.090
5 C -2.45318 3.57998 2.31337  C4 1.556, H13 1.090, H14 1.090, H15 1.090
6 N -2.99043 3.42528 4.58905  C4 1.454, H16 1.010, H17 1.010
7 H -4.32020 -0.50815 2.32228  C1 1.090
8 H -4.43900 -0.64659 4.10509  C1 1.090
9 H -2.93455 -1.09558 3.23125  C1 1.090
10 H -4.56514 1.85093 2.01761  C3 1.090
11 H -5.03827 1.69180 3.81791  C3 1.090
12 H -4.41596 4.05099 3.06530  C4 1.090
13 H -1.58556 2.93773 2.46459  C5 1.090
14 H -2.05894 4.59300 2.39371  C5 1.090
15 H -2.74990 3.51350 1.26665  C5 1.090
16 H -3.69235 3.45840 5.31452  N6 1.010
17 H -2.53028 2.52989 4.67048  N6 1.010
18 C 4.75079 -5.00532 -6.10278  O19 1.409, H24 1.090, H25 1.090, H26 1.090
19 O 3.75788 -4.21252 -5.49391  C18 1.409, C20 1.456
20 C 3.23638 -4.71898 -4.23294  O19 1.456, C21 1.505, H27 1.090, H28 1.090
21 C 1.97198 -3.99591 -3.85471  C20 1.505, C22 1.526, N23 1.462, H29 1.090
22 C 2.23463 -2.51612 -3.58915  C21 1.526, H30 1.090, H31 1.090, H32 1.090
23 N 1.29786 -4.40090 -2.62170  C21 1.462, H33 1.010, H34 1.010
24 H 4.65203 -6.09042 -6.07250  C18 1.090
25 H 5.72442 -4.66718 -5.74809  C18 1.090
26 H 4.75618 -4.73941 -7.15983  C18 1.090
27 H 3.02908 -5.78047 -4.36849  C20 1.090
28 H 3.97551 -4.59911 -3.44084  C20 1.090
29 H 1.24070 -4.06217 -4.66027  C21 1.090
30 H 1.32773 -1.99392 -3.28427  C22 1.090
31 H 2.51943 -1.93860 -4.46861  C22 1.090
32 H 2.98914 -2.35500 -2.81918  C22 1.090
33 H 1.32544 -5.40211 -2.49169  N23 1.010
34 H 1.79137 -4.04263 -1.81660  N23 1.010
35 C -4.40825 -3.47681 -0.30565  C36 1.537, H39 1.090, H40 1.090, H41 1.090
36 C -3.07089 -2.87338 0.15077  C35 1.537, C37 1.497, O38 1.425, H42 1.090
37 C -2.20715 -3.84952 0.88736  C36 1.497, H43 1.090, H44 1.090, H45 1.090
38 O -2.40057 -2.29511 -0.96587  C36 1.425, H46 0.960
39 H -4.95551 -4.04726 0.44482  C35 1.090
40 H -4.15917 -4.13515 -1.13790  C35 1.090
41 H -5.04332 -2.72055 -0.76701  C35 1.090
42 H -3.26112 -2.04803 0.83685  C36 1.090
43 H -1.96451 -4.71160 0.26604  C37 1.090
44 H -2.72366 -4.29092 1.73970  C37 1.090
45 H -1.30144 -3.36944 1.25791  C37 1.090
46 H -2.19866 -2.98775 -1.59918  O38 0.960
47 C 0.96506 4.14663 -0.47149  C48 1.511, H51 1.090, H52 1.090, H53 1.090
48 C 2.18317 4.19299 0.42128  C47 1.511, C49 1.501, O50 1.391, H54 1.090
49 C 2.32699 2.97297 1.28318  C48 1.501, H55 1.090, H56 1.090, H57 1.090
50 O 3.27456 4.18083 -0.44176  C48 1.391, H58 0.960
51 H 0.02166 4.02543 0.06088  C47 1.090
52 H 1.01358 3.32851 -1.19013  C47 1.090
53 H 0.96529 5.04902 -1.08287  C47 1.090
54 H 2.22582 5.10886 1.01074  C48 1.090
55 H 2.47199 2.13933 0.59608  C49 1.090
56 H 1.40461 2.83887 1.84827  C49 1.090
57 H 3.16571 3.02452 1.97744  C49 1.090
58 H 4.10959 4.31353 0.01290  O50 0.960
59 C -1.87234 4.00272 -4.77657  C60 1.484, H63 1.090, H64 1.090, H65 1.090
60 C -0.67149 3.81574 -5.62778  C59 1.484, C61 1.509, O62 1.429, H66 1.090
61 C 0.39746 2.99216 -4.95293  C60 1.509, H67 1.090, H68 1.090, H69 1.090
62 O -1.05930 2.94875 -6.69572  C60 1.429, H70 0.960
63 H -1.59198 4.61495 -3.91943  C59 1.090
64 H -2.26839 3.03175 -4.47916  C59 1.090
65 H -2.67470 4.51974 -5.30289  C59 1.090
66 H -0.33232 4.81789 -5.89000  C60 1.090
67 H 0.20280 1.92031 -4.91619  C61 1.090
68 H 0.52544 3.45744 -3.97557  C61 1.090
69 H 1.33145 2.98202 -5.51476  C61 1.090
70 H -1.68866 3.44425 -7.22487  O62 0.960
71 C 3.67798 -1.35827 1.09363  C72 1.564, H75 1.090, H76 1.090, H77 1.090
72 C 2.75653 -2.60487 1.29940  C71 1.564, C73 1.498, O74 1.387, H78 1.090
73 C 1.67171 -2.47723 2.32435  C72 1.498, H79 1.090, H80 1.090, H81 1.090
74 O 2.19929 -3.05794 0.11239  C72 1.387, H82 0.960
75 H 4.46544 -1.58431 0.37467  C71 1.090
76 H 4.30134 -1.10993 1.95260  C71 1.090
77 H 3.00629 -0.52634 0.88185  C71 1.090
78 H 3.46084 -3.34285 1.68337  C72 1.090
79 H 2.06700 -1.99977 3.22094  C73 1.090
80 H 1.12112 -3.38296 2.57855  C73 1.090
81 H 0.94191 -1.76018 1.94841  C73 1.090
82 H 1.49757 -2.45752 -0.14969  O74 0.960
83 C -0.32557 0.64394 -1.99230  C84 1.527, H87 1.090, H88 1.090, H89 1.090
84 C 0.14033 0.18463 -0.61308  C83 1.527, C85 1.473, O86 1.379, H90 1.090
85 C -0.69931 0.80839 0.42401  C84 1.473, H91 1.090, H92 1.090, H93 1.090
86 O 0.10543 -1.18720 -0.47722  C84 1.379, H94 0.960
87 H -1.31698 0.23332 -2.18361  C83 1.090
88 H 0.36303 0.40735 -2.80344  C83 1.090
89 H -0.49021 1.72143 -1.99607  C83 1.090
90 H 1.13533 0.62519 -0.54992  C84 1.090
91 H -1.73609 0.48028 0.34966  C85 1.090
92 H -0.67263 1.89798 0.41023  C85 1.090
93 H -0.34980 0.31272 1.32968  C85 1.090
94 H -0.77752 -1.41464 -0.77768  O86 0.960
95 C 1.09019 0.68160 4.47843  C96 1.503, H99 1.090, H100 1.090, H101 1.090
96 C 0.55704 1.17920 5.79241  C95 1.503, C97 1.518, O98 1.430, H102 1.090
97 C -0.64944 0.33491 6.16091  C96 1.518, H103 1.090, H104 1.090, H105 1.090
98 O 1.49169 1.08064 6.87076  C96 1.430, H106 0.960
99 H 1.78182 -0.15179 4.60174  C95 1.090
100 H 1.67356 1.47240 4.00682  C95 1.090
101 H 0.41560 0.39037 3.67331  C95 1.090
102 H 0.30565 2.23980 5.79659  C96 1.090
103 H -0.41071 -0.72684 6.22238  C97 1.090
104 H -1.42987 0.42503 5.40532  C97 1.090
105 H -1.12770 0.65919 7.08514  C97 1.090
106 H 1.17973 1.69031 7.54351  O98 0.960

## Properties
E_HOMO: -9.14 eV
LUMO level: 0.60 eV
HOMO-LUMO gap: 0.3583 hartree
structure (SMILES): COC[C@H](C)N.COC[C@H](C)N.CC(C)O.CC(C)O.CC(C)O.CC(C)O.CC(C)O.CC(C)O
max |F|: 2.9 eV Å⁻¹
total energy: -1743.9360 a.u.
relative energy (zero: lowest compared OMol25 entry of this formula, charge and spin): 21.54 kJ/mol

***

[2]
ORCA calculation (ωB97M-V/def2-TZVPD) on a cluster of 7 separate species, C26H70N4O11 in total at a distorted geometry.

Bonds (Å) are listed after each position.
Atoms and positions in Å:
1 C -6.76114 1.70330 -4.50443  O2 1.393, H10 1.090, H11 1.090, H12 1.090
2 O -5.39709 1.98639 -4.48393  C1 1.393, C3 1.462
3 C -4.85032 2.71734 -5.62542  O2 1.462, C4 1.501, H13 1.090, H14 1.090
4 C -3.41373 3.01000 -5.30558  C3 1.501, N5 1.434, H15 1.090, H16 1.090
5 N -2.59361 1.83614 -5.38069  C4 1.434, C6 1.457, H17 1.010
6 C -1.37075 2.13787 -4.64772  N5 1.457, C7 1.538, H18 1.090, H19 1.090
7 C -1.29437 1.74906 -3.16187  C6 1.538, O8 1.401, H20 1.090, H21 1.090
8 O -2.04535 2.59670 -2.33674  C7 1.401, C9 1.427
9 C -1.44631 3.87768 -2.14317  O8 1.427, H22 1.090, H23 1.090, H24 1.090
10 H -6.96960 0.72306 -4.93313  C1 1.090
11 H -7.44396 2.44466 -4.91944  C1 1.090
12 H -6.84709 1.68865 -3.41793  C1 1.090
13 H -5.44600 3.59988 -5.85862  C3 1.090
14 H -4.99575 2.03171 -6.46020  C3 1.090
15 H -3.23196 3.45308 -4.32643  C4 1.090
16 H -3.00954 3.72929 -6.01787  C4 1.090
17 H -3.16539 1.07727 -5.03822  N5 1.010
18 H -0.89916 3.10104 -4.84265  C6 1.090
19 H -0.67024 1.42445 -5.08181  C6 1.090
20 H -0.20617 1.80456 -3.13289  C7 1.090
21 H -1.59317 0.70653 -3.05254  C7 1.090
22 H -1.27734 4.39779 -3.08605  C9 1.090
23 H -0.50323 3.72489 -1.61843  C9 1.090
24 H -2.06362 4.50877 -1.50383  C9 1.090
25 C 0.85646 2.86040 7.69970  O26 1.425, H34 1.090, H35 1.090, H36 1.090
26 O 0.11578 2.83744 6.48223  C25 1.425, C27 1.395
27 C -0.75471 1.75394 6.35935  O26 1.395, C28 1.622, H37 1.090, H38 1.090
28 C 0.05367 0.39126 6.01271  C27 1.622, N29 1.427, H39 1.090, H40 1.090
29 N 0.93900 0.41551 4.89373  C28 1.427, C30 1.436, H41 1.010
30 C 2.16184 1.12889 5.13142  N29 1.436, C31 1.479, H42 1.090, H43 1.090
31 C 3.25609 0.83173 4.18109  C30 1.479, O32 1.415, H44 1.090, H45 1.090
32 O 2.86553 0.90035 2.82275  C31 1.415, C33 1.410
33 C 2.44061 2.14660 2.31929  O32 1.410, H46 1.090, H47 1.090, H48 1.090
34 H 1.63466 3.61776 7.60542  C25 1.090
35 H 1.27699 1.89408 7.97807  C25 1.090
36 H 0.12852 3.05701 8.48682  C25 1.090
37 H -1.54219 1.92290 5.62489  C27 1.090
38 H -1.18849 1.59476 7.34656  C27 1.090
39 H -0.51332 -0.53961 6.02252  C28 1.090
40 H 0.78213 0.15432 6.78815  C28 1.090
41 H 0.55521 0.76981 4.02928  N29 1.010
42 H 2.62125 0.89391 6.09154  C30 1.090
43 H 2.01486 2.20825 5.09288  C30 1.090
44 H 3.62829 -0.16644 4.41180  C31 1.090
45 H 4.18746 1.39671 4.21912  C31 1.090
46 H 1.73719 2.74919 2.89391  C33 1.090
47 H 2.06772 2.14400 1.29506  C33 1.090
48 H 3.32927 2.76386 2.18747  C33 1.090
49 C 6.83875 -1.31088 3.52574  O50 1.489, H58 1.090, H59 1.090, H60 1.090
50 O 6.55358 -2.11490 4.74671  C49 1.489, C51 1.368
51 C 6.57000 -3.47632 4.60939  O50 1.368, C52 1.511, H61 1.090, H62 1.090
52 C 5.33985 -4.04524 3.94213  C51 1.511, N53 1.417, H63 1.090, H64 1.090
53 N 5.27827 -3.81918 2.54418  C52 1.417, C54 1.448, H65 1.010
54 C 3.99931 -4.20232 1.98288  N53 1.448, C55 1.522, H66 1.090, H67 1.090
55 C 3.97148 -3.79336 0.51682  C54 1.522, O56 1.459, H68 1.090, H69 1.090
56 O 3.73888 -2.37290 0.27563  C55 1.459, C57 1.389
57 C 3.95316 -1.98035 -1.03926  O56 1.389, H70 1.090, H71 1.090, H72 1.090
58 H 7.09354 -0.29671 3.83338  C49 1.090
59 H 5.98649 -1.22091 2.85220  C49 1.090
60 H 7.72781 -1.62428 2.97853  C49 1.090
61 H 6.43754 -3.85794 5.62177  C51 1.090
62 H 7.46565 -3.90074 4.15577  C51 1.090
63 H 4.39409 -3.79870 4.42467  C52 1.090
64 H 5.34591 -5.12990 4.04970  C52 1.090
65 H 5.20032 -2.81292 2.50581  N53 1.010
66 H 3.19072 -3.80196 2.59444  C54 1.090
67 H 3.88974 -5.27831 2.11830  C54 1.090
68 H 3.23765 -4.39201 -0.02283  C55 1.090
69 H 4.90721 -4.20185 0.13519  C55 1.090
70 H 3.16934 -2.41563 -1.65914  C57 1.090
71 H 4.97517 -2.25068 -1.30480  C57 1.090
72 H 3.75369 -0.91097 -1.10814  C57 1.090
73 C -9.09226 -1.86841 -2.97349  O74 1.458, H82 1.090, H83 1.090, H84 1.090
74 O -7.82443 -2.49043 -3.33411  C73 1.458, C75 1.499
75 C -6.69971 -2.18998 -2.38930  O74 1.499, C76 1.540, H85 1.090, H86 1.090
76 C -5.45665 -2.41306 -3.27027  C75 1.540, N77 1.492, H87 1.090, H88 1.090
77 N -4.12061 -1.87993 -2.87240  C76 1.492, C78 1.443, H89 1.010
78 C -3.94432 -2.14409 -1.46529  N77 1.443, C79 1.514, H90 1.090, H91 1.090
79 C -2.55973 -1.70596 -1.03648  C78 1.514, O80 1.399, H92 1.090, H93 1.090
80 O -2.18708 -2.15781 0.23367  C79 1.399, C81 1.423
81 C -0.95353 -1.59330 0.66245  O80 1.423, H94 1.090, H95 1.090, H96 1.090
82 H -9.51619 -2.26001 -2.04880  C73 1.090
83 H -9.76042 -1.98370 -3.82693  C73 1.090
84 H -8.88662 -0.80081 -2.89566  C73 1.090
85 H -6.73327 -2.95712 -1.61570  C75 1.090
86 H -6.85563 -1.15228 -2.09439  C75 1.090
87 H -5.79275 -2.13850 -4.27014  C76 1.090
88 H -5.21547 -3.47603 -3.27584  C76 1.090
89 H -3.31407 -2.39452 -3.19612  N77 1.010
90 H -4.07868 -3.21519 -1.31436  C78 1.090
91 H -4.58122 -1.52264 -0.83580  C78 1.090
92 H -2.44096 -0.62598 -1.12386  C79 1.090
93 H -1.80932 -2.11992 -1.70999  C79 1.090
94 H -0.89868 -1.84603 1.72133  C81 1.090
95 H -0.91238 -0.50511 0.61514  C81 1.090
96 H -0.03680 -1.85860 0.13584  C81 1.090
97 C 3.34895 3.31771 -1.83430  O98 1.403, H99 1.090, H100 1.090, H101 1.090
98 O 1.99911 3.02519 -1.59014  C97 1.403, H102 0.960
99 H 3.58740 3.60918 -2.85718  C97 1.090
100 H 3.66710 4.13977 -1.19312  C97 1.090
101 H 3.90583 2.44777 -1.48618  C97 1.090
102 H 1.50129 3.79602 -1.87227  O98 0.960
103 C 2.48212 0.13134 -3.87307  O104 1.365, H105 1.090, H106 1.090, H107 1.090
104 O 1.30157 -0.51619 -3.64674  C103 1.365, H108 0.960
105 H 2.29236 1.12270 -3.46160  C103 1.090
106 H 3.38430 -0.18180 -3.34760  C103 1.090
107 H 2.72926 0.14740 -4.93456  C103 1.090
108 H 1.26730 -0.63699 -2.69499  O104 0.960
109 O 1.13007 0.43516 -0.96965  H110 0.957, H111 0.957
110 H 1.72326 0.35338 -0.22287  O109 0.957
111 H 1.17392 1.36046 -1.21076  O109 0.957

## Properties
E_HOMO (alpha / beta): 0.52 / -5.71 eV
LUMO level (alpha / beta): 2.37 / 2.35 eV
spin multiplicity: 2
HOMO-LUMO gap (alpha / beta): 0.0678 / 0.2960 hartree
max |F|: 3.4 eV Å⁻¹
total energy: -2078.8840 a.u.
<S²>: 0.750
total charge: -1